(1)
{
  "formula": "C5H11N3",
  "method": "ωB97M-V with the def2-TZVPD basis set",
  "homo_ev": -8.57,
  "gap_ha": 0.3515,
  "lumo_ha": 0.0364,
  "relative_energy_kcal_mol": 79.9,
  "energy_ha": -361.262039,
  "symbols": ["N", "N", "N", "C", "C", "C", "C", "C", "H", "H", "H", "H", "H", "H", "H", "H", "H", "H", "H"],
  "xyz": [[1.1322, -0.9848, -0.8887], [-1.5499, -1.5739, 0.0434], [0.7905, 0.3125, -0.6333], [-0.2603, 0.4526, 0.3646], [-1.6440, -0.1556, -0.0936], [2.1640, -1.0825, -1.7256], [0.0410, 0.5304, 1.7983], [-0.2843, 1.8436, 0.9739], [-0.5444, -1.8071, -0.2626], [-2.2189, -2.1117, -0.6665], [2.4884, -2.0553, -2.0523], [-2.3428, 0.3534, 0.5469], [1.1012, 0.3689, 2.0702], [0.5346, 2.5031, 0.6399], [-0.7343, 0.2551, 2.5461], [2.5960, -0.1680, -2.1436], [-1.2261, 2.2096, 1.3144], [1.6045, 0.9697, -0.6822], [-1.6472, 0.1399, -1.1494]]
}

=====

(2)
{
  "formula": "C5H13NOS",
  "method": "ωB97M-V with the def2-TZVPD basis set",
  "homo_ev": -8.49,
  "gap_ha": 0.3445,
  "lumo_ha": 0.0326,
  "relative_energy_kcal_mol": 33.8,
  "energy_ha": -726.447296,
  "symbols": ["S", "O", "N", "C", "C", "C", "C", "C", "H", "H", "H", "H", "H", "H", "H", "H", "H", "H", "H", "H", "H"],
  "xyz": [[-4.0211, 1.7100, 0.5476], [3.4129, -1.2314, -0.5815], [-0.2539, 0.4895, 0.3345], [1.0234, -1.4137, -0.7617], [0.8450, 0.1010, -0.5881], [-1.5154, 0.9119, -0.2205], [-2.2211, 1.8338, 0.7646], [2.2703, -1.9672, -0.1029], [-4.3996, 2.2999, 1.6874], [1.7268, 0.5120, -0.1100], [-2.1984, 0.1108, -0.5293], [1.1337, -1.5779, -1.8251], [2.2395, -1.9277, 0.9860], [-1.2906, 1.5371, -1.0916], [4.1021, -1.1830, 0.0833], [0.6493, 0.6305, -1.5121], [-2.0325, 1.4481, 1.7793], [-0.3395, -0.1091, 1.1422], [2.4438, -2.9893, -0.4392], [-1.7638, 2.8217, 0.8252], [0.1890, -2.0070, -0.3882]]
}

=====

(3)
{
  "formula": "C54H45N9O18",
  "method": "ωB97M-V with the def2-TZVPD basis set",
  "homo_ev": -8.10,
  "gap_ha": 0.2176,
  "lumo_ha": -0.0800,
  "relative_energy_kcal_mol": 677.4,
  "energy_ha": -3929.977574,
  "symbols": ["O", "O", "O", "O", "O", "O", "O", "O", "O", "O", "O", "O", "O", "O", "O", "O", "O", "O", "N", "N", "N", "N", "N", "N", "N", "N", "N", "C", "C", "C", "C", "C", "C", "C", "C", "C", "C", "C", "C", "C", "C", "C", "C", "C", "C", "C", "C", "C", "C", "C", "C", "C", "C", "C", "C", "C", "C", "C", "C", "C", "C", "C", "C", "C", "C", "C", "C", "C", "C", "C", "C", "C", "C", "C", "C", "C", "C", "C", "C", "C", "C", "H", "H", "H", "H", "H", "H", "H", "H", "H", "H", "H", "H", "H", "H", "H", "H", "H", "H", "H", "H", "H", "H", "H", "H", "H", "H", "H", "H", "H", "H", "H", "H", "H", "H", "H", "H", "H", "H", "H", "H", "H", "H", "H", "H", "H"],
  "xyz": [[1.5871, -1.1576, -5.0268], [-6.1309, 2.5893, -1.9043], [1.8018, -0.0748, -6.9393], [1.3701, -4.9935, 1.3745], [-4.7202, -4.6713, 1.0976], [4.4861, 3.3095, -1.0720], [-3.4553, -6.0191, -0.0686], [1.1040, -1.1907, -1.5086], [1.7023, -2.6327, -2.9194], [-6.7540, 0.8612, -2.9912], [0.5218, 1.8487, 4.0287], [1.4915, 2.9251, -1.1264], [-2.6340, -0.8626, 2.5430], [0.5460, 0.0864, 5.2586], [4.2689, 2.1443, 0.7199], [-0.6979, -1.2601, 3.5095], [1.0688, -3.0785, 2.3116], [2.3959, 4.4171, -2.4179], [-6.2847, 1.3518, -1.9822], [-1.5004, -0.7627, 2.6440], [3.9117, 3.1295, 0.0398], [1.3968, 3.8453, -1.9311], [0.9526, 0.7792, 4.3275], [1.7196, -2.1830, -1.7909], [0.6300, -4.1243, 1.8609], [-3.7333, -4.8757, 0.4086], [1.7951, -0.1875, -5.6918], [2.7703, -0.9336, 3.9700], [3.8648, -1.4268, 3.2627], [2.9515, 5.3824, 0.3802], [2.8172, 4.0087, 0.4981], [-2.5162, -6.2125, 2.1733], [3.7942, 0.6533, 1.9191], [-3.2962, -5.3361, 3.0220], [3.1622, -4.1074, -1.0980], [-5.8051, 0.5488, -0.8396], [0.8648, 1.3393, -0.3928], [1.5931, 3.5336, 0.9102], [-6.1089, -1.2043, 0.8178], [-0.5707, 1.5218, -0.2670], [-4.9826, -0.7036, 1.4970], [1.8912, 6.2527, 0.4694], [2.2863, -2.5552, 0.6148], [-1.0602, -1.7454, -0.4893], [-0.1281, 5.2596, -3.3509], [3.5445, -5.0209, -0.1372], [2.0506, 1.0207, -3.5845], [-1.2246, -5.8055, 1.8944], [2.1688, 0.3192, 3.6647], [0.5167, 4.4083, 1.0646], [3.3426, 3.0211, -3.4297], [3.4277, -4.6108, 1.1873], [0.0696, 4.3592, -2.2593], [-0.7273, 0.0620, 1.6728], [2.9288, -3.3740, 1.5629], [2.2763, 0.9828, -4.9449], [0.6512, -0.1088, 1.5378], [3.5351, 3.0331, -4.7731], [-4.2422, 0.4194, 1.0331], [-0.7568, -4.4697, 2.2028], [-0.5332, -3.0385, -0.5072], [4.3214, -0.5758, 2.2676], [2.7042, 1.1091, 2.6530], [-1.3678, 0.8694, 0.7241], [-4.6914, 1.0036, -0.1017], [-1.4476, -4.0585, -0.2350], [-2.7462, -3.7985, 0.0903], [-1.5666, -3.5934, 3.0089], [-2.3481, -1.4332, -0.2211], [-2.8286, -4.0306, 3.4097], [-0.9882, 3.8909, -1.4695], [2.5945, 2.0236, -2.8317], [2.3497, -2.9580, -0.7788], [0.6719, 5.7763, 0.8809], [-6.4695, -0.5979, -0.3824], [2.9810, 2.0362, -5.5978], [-3.2563, -2.4544, 0.0370], [1.4556, 0.4793, 0.5351], [-2.3288, 4.2659, -1.7992], [-1.5038, 5.6477, -3.6338], [-2.5936, 5.2546, -2.8108], [3.8207, -5.2599, 1.9559], [-0.9688, 2.1741, -1.0302], [4.0791, 3.8820, -5.1601], [2.4174, 2.0614, -1.7670], [-2.4378, 1.0155, 0.7096], [2.4872, 0.1600, 0.5248], [0.5204, -3.2149, -0.6663], [-3.4462, -3.4380, 4.0684], [1.4066, 1.7863, -1.2132], [-0.1439, 6.4570, 1.0746], [1.8718, -1.6078, 0.9265], [-0.8067, 3.1768, -0.6799], [-3.5714, 5.6615, -3.0221], [-6.6537, -2.0044, 1.2967], [3.9767, -5.9560, -0.4618], [3.2071, 2.0145, -6.6536], [2.2148, -1.5905, 4.6230], [4.0197, 1.2032, 1.0173], [-4.3304, -5.5144, 3.2770], [-1.2335, -2.5995, 3.2689], [0.6768, 5.7057, -3.9163], [-1.1246, -5.0890, -0.2215], [-3.5089, 0.9746, 1.5993], [3.8695, 3.7055, -2.7813], [3.8945, 5.8088, 0.0715], [2.9928, -3.0629, 2.5952], [1.9492, 7.3022, 0.2211], [-4.6648, -1.1420, 2.4314], [1.5463, 2.4584, 1.0013], [-3.1421, 3.8531, -1.2208], [-7.3296, -0.8897, -0.9668], [-2.7657, -0.4377, -0.2537], [-4.2111, 1.8606, -0.5501], [-0.6881, -6.5341, 1.3047], [4.2706, -2.4154, 3.4188], [1.0842, -0.9472, 2.0631], [2.2646, 2.0555, 2.3747], [-4.2973, -2.3401, 0.3009], [-1.7654, 6.2818, -4.4679], [-0.4459, -0.8620, -0.5814], [-2.8316, -7.1514, 1.7428], [1.6535, 0.2303, -2.9649], [3.1573, -4.4125, -2.1340], [-0.4285, 4.0665, 1.4599], [5.0783, -0.9685, 1.6049]]
}

=====

Please write out number 1 again, unchanged.
{
  "formula": "C5H11N3",
  "method": "ωB97M-V with the def2-TZVPD basis set",
  "homo_ev": -8.57,
  "gap_ha": 0.3515,
  "lumo_ha": 0.0364,
  "relative_energy_kcal_mol": 79.9,
  "energy_ha": -361.262039,
  "symbols": ["N", "N", "N", "C", "C", "C", "C", "C", "H", "H", "H", "H", "H", "H", "H", "H", "H", "H", "H"],
  "xyz": [[1.1322, -0.9848, -0.8887], [-1.5499, -1.5739, 0.0434], [0.7905, 0.3125, -0.6333], [-0.2603, 0.4526, 0.3646], [-1.6440, -0.1556, -0.0936], [2.1640, -1.0825, -1.7256], [0.0410, 0.5304, 1.7983], [-0.2843, 1.8436, 0.9739], [-0.5444, -1.8071, -0.2626], [-2.2189, -2.1117, -0.6665], [2.4884, -2.0553, -2.0523], [-2.3428, 0.3534, 0.5469], [1.1012, 0.3689, 2.0702], [0.5346, 2.5031, 0.6399], [-0.7343, 0.2551, 2.5461], [2.5960, -0.1680, -2.1436], [-1.2261, 2.2096, 1.3144], [1.6045, 0.9697, -0.6822], [-1.6472, 0.1399, -1.1494]]
}

=====

- Which formula does entry 2 have?
  C5H13NOS